This record from OMol25 describes a gas-phase ion, C6H6N3O (charge +1) in a non-equilibrium geometry. The level of theory is ωB97M-V with the def2-TZVPD basis set.

Last columns: bonded neighbours and bond lengths (Å).
Geometry (Å):
1 N 2.4507 -0.7362 0.0199  C2 1.341, C4 1.405, H6 1.017
2 C 1.4769 -1.6579 -0.0049  N1 1.341, H7 1.083, C9 1.373
3 N -1.3625 0.6272 -0.0497  C5 1.311, H8 1.006, C10 1.586
4 C 2.2721 0.6575 -0.0106  N1 1.405, C13 1.483, O14 1.194
5 C -0.2126 -0.0030 -0.0510  N3 1.311, C9 1.397, C13 1.475
6 H 3.4229 -1.0309 0.0696  N1 1.017
7 H 1.7952 -2.6924 0.0154  C2 1.083
8 H -2.2947 0.2498 -0.0519  N3 1.006
9 C 0.1389 -1.3551 -0.0532  C2 1.373, C5 1.397, H12 1.077
10 C -1.0268 2.1768 0.0072  N3 1.586, H11 1.094, N15 1.378, H16 1.093
11 H -1.4510 2.6010 0.9219  C10 1.094
12 H -0.6056 -2.1321 -0.0895  C9 1.077
13 C 0.8378 1.0323 -0.0194  C4 1.483, C5 1.475, N15 1.277
14 O 3.2017 1.4060 -0.0274  C4 1.194
15 N 0.3511 2.2128 0.0083  C10 1.378, C13 1.277
16 H -1.4647 2.6933 -0.8511  C10 1.093

Results
frontier orbital gap	0.2958	hartree
total charge	+1
E_tot	-12830.024	eV
highest occupied orbital energy	-13.97	eV
SMILES	O=c1[nH]ccc2c1=NC[NH+]=2

Charges per atom according to natural (NBO) partitioning, unit e:
1. N -0.57
2. C 0.20
3. N -0.48
4. C 0.63
5. C 0.30
6. H 0.45
7. H 0.25
8. H 0.45
9. C -0.40
10. C -0.09
11. H 0.27
12. H 0.26
13. C 0.08
14. O -0.43
15. N -0.20
16. H 0.27